9
Properties=species:S:1:pos:R:3 method="wB97M-V/def2-TZVPD" smiles="CN(F)C=O" energy_ev=-8390.59814 orbital_gap_ha=0.3899 e_homo_ha=-0.36516
H -2.1427 -0.6761 0.7706
O -1.5756 -0.8751 -1.1734
N -0.2446 0.0767 0.4232
H 1.5976 -0.6103 -0.4249
C -1.2892 -0.5380 -0.0389
F -0.3114 0.3683 1.7791
H 1.0525 0.8696 -1.3885
C 1.2303 0.3920 -0.3632
H 1.6830 0.9930 0.4159

9
Properties=species:S:1:pos:R:3 method="wB97M-V/def2-TZVPD" smiles="CN=C=O.F" energy_ev=-8393.14117 orbital_gap_ha=0.4172 e_homo_ha=-0.40561
H 0.5148 -1.6560 0.5638
F 1.4201 2.3300 -0.0561
O -2.8680 0.1887 -0.1419
H 0.5538 -1.3643 -1.0162
C -1.7618 -0.0343 0.0440
H 0.7640 1.6908 0.3254
H 1.4980 -0.3215 0.1698
N -0.5899 0.0556 0.1846
C 0.4689 -0.8890 -0.0735

Repeat the second record exactly.
9
Properties=species:S:1:pos:R:3 method="wB97M-V/def2-TZVPD" smiles="CN=C=O.F" energy_ev=-8393.14117 orbital_gap_ha=0.4172 e_homo_ha=-0.40561
H 0.5148 -1.6560 0.5638
F 1.4201 2.3300 -0.0561
O -2.8680 0.1887 -0.1419
H 0.5538 -1.3643 -1.0162
C -1.7618 -0.0343 0.0440
H 0.7640 1.6908 0.3254
H 1.4980 -0.3215 0.1698
N -0.5899 0.0556 0.1846
C 0.4689 -0.8890 -0.0735

Please write out number 2 again, unchanged.
9
Properties=species:S:1:pos:R:3 method="wB97M-V/def2-TZVPD" smiles="CN=C=O.F" energy_ev=-8393.14117 orbital_gap_ha=0.4172 e_homo_ha=-0.40561
H 0.5148 -1.6560 0.5638
F 1.4201 2.3300 -0.0561
O -2.8680 0.1887 -0.1419
H 0.5538 -1.3643 -1.0162
C -1.7618 -0.0343 0.0440
H 0.7640 1.6908 0.3254
H 1.4980 -0.3215 0.1698
N -0.5899 0.0556 0.1846
C 0.4689 -0.8890 -0.0735

Please write out number 1 again, unchanged.
9
Properties=species:S:1:pos:R:3 method="wB97M-V/def2-TZVPD" smiles="CN(F)C=O" energy_ev=-8390.59814 orbital_gap_ha=0.3899 e_homo_ha=-0.36516
H -2.1427 -0.6761 0.7706
O -1.5756 -0.8751 -1.1734
N -0.2446 0.0767 0.4232
H 1.5976 -0.6103 -0.4249
C -1.2892 -0.5380 -0.0389
F -0.3114 0.3683 1.7791
H 1.0525 0.8696 -1.3885
C 1.2303 0.3920 -0.3632
H 1.6830 0.9930 0.4159